This record from the Open Molecules 2025 dataset describes a molecular structure, C33H40N3O2Pt. The level of theory is wB97M-V/def2-TZVPD.

- Kohn-Sham gap (eV) = 6.1
- HOMO level (eV) = -3.669
- LUMO level (eV) = 2.5
- ΔE to the lowest compared entry with this formula, charge and spin (kcal per mole) = 0.0
- energy (eV) = -46687.2420
- total charge = -1

Last column: Löwdin charge in e.
CARTESIAN COORDINATES (ANGSTROEM)
Pt 0.090 -0.058 1.194  1.094
N -3.007 -1.838 1.161  0.132
C -3.073 -1.423 2.481  -0.295
C -3.239 -2.352 3.511  -0.049
C -3.372 -1.943 4.830  -0.112
C -3.356 -0.592 5.144  -0.113
C -3.181 0.331 4.121  -0.063
C -3.010 -0.053 2.795  -0.191
C -2.778 0.990 1.749  -0.223
C -3.839 1.881 1.552  -0.066
C -3.750 2.923 0.647  -0.115
C -2.573 3.069 -0.073  -0.106
C -1.523 2.185 0.116  -0.122
C -1.565 1.110 1.027  -0.250
H -2.667 -2.779 1.037  0.092
H -2.505 -1.189 0.569  0.032
H -3.269 -3.407 3.264  0.105
H -3.492 -2.686 5.608  0.094
H -3.468 -0.261 6.169  0.090
H -3.144 1.391 4.349  0.118
H -4.750 1.736 2.122  0.107
H -4.582 3.602 0.505  0.089
H -2.468 3.877 -0.789  0.094
H -0.625 2.326 -0.469  0.071
N -0.136 -0.338 3.265  -0.088
C 1.065 -0.818 3.990  -0.217
C 2.365 -0.325 3.364  -0.124
C 2.721 -1.188 2.147  -0.674
O 3.796 -1.775 2.127  0.010
O 1.808 -1.282 1.248  -0.186
H -0.406 0.574 3.621  0.096
H -0.919 -0.949 3.476  0.063
H 1.045 -1.908 3.966  0.125
H 0.993 -0.510 5.037  0.111
H 3.177 -0.401 4.085  0.108
H 2.260 0.721 3.061  0.103
C 3.149 4.011 1.221  -0.063
C 2.955 3.048 0.076  -0.291
C 3.821 3.067 -1.016  -0.056
C 3.632 2.145 -2.036  -0.290
C 4.572 2.110 -3.215  -0.065
C 2.597 1.223 -1.974  -0.013
C 1.690 1.165 -0.888  -0.275
C 1.925 2.131 0.128  -0.037
N 0.629 0.307 -0.756  -0.108
C 0.276 -0.635 -1.820  -0.441
C 1.339 -1.735 -2.039  -0.075
C 0.894 -2.710 -3.135  -0.287
C -0.390 -3.417 -2.697  -0.126
C -1.481 -2.369 -2.469  -0.285
C -1.761 -1.639 -3.783  -0.128
C -0.487 -0.917 -4.223  -0.290
C 0.635 -1.941 -4.435  -0.122
C -0.072 0.086 -3.143  -0.078
C -1.013 -1.366 -1.411  -0.134
H 3.716 4.889 0.907  0.065
H 3.699 3.537 2.038  0.074
H 2.191 4.346 1.620  0.071
H 4.631 3.786 -1.065  0.098
H 5.238 2.975 -3.214  0.064
H 4.024 2.105 -4.159  0.071
H 5.192 1.211 -3.193  0.076
H 2.526 0.523 -2.790  0.081
H 1.256 2.152 0.981  0.075
H 1.483 -2.249 -1.085  0.117
H 2.306 -1.309 -2.299  0.108
H 1.682 -3.452 -3.300  0.134
H -0.206 -3.976 -1.774  0.118
H -0.713 -4.135 -3.460  0.113
H -2.397 -2.856 -2.116  0.134
H -2.570 -0.915 -3.646  0.118
H -2.083 -2.353 -4.550  0.113
H -0.673 -0.382 -5.160  0.133
H 1.550 -1.429 -4.751  0.117
H 0.357 -2.637 -5.236  0.112
H -0.895 0.779 -2.932  0.127
H 0.755 0.691 -3.507  0.100
H -0.815 -1.887 -0.468  0.091
H -1.787 -0.613 -1.231  0.112